Record 1
This record from the Open Molecules 2025 dataset describes a molecular structure, C30H33CdCl5N5O3S. The level of theory is the ωB97M-V functional and the def2-TZVPD basis.

XYZ file:
```
78
Properties=species:S:1:pos:R:3
Cd 0.7355 1.1103 -0.7289
Cl 3.3279 1.7811 -5.6985
Cl 2.7193 1.5724 -2.6310
Cl -1.1761 5.2262 -3.1723
Cl -0.6393 5.3628 -6.2169
Cl 1.6209 3.6540 -7.4957
S -1.6137 -0.7893 1.1075
O 0.7617 -0.5850 -2.0647
O 2.5597 1.1830 0.4311
O 0.6183 3.3417 -1.7426
N -2.8812 -3.4703 2.8486
N 1.0420 -1.0324 0.8521
N -1.3805 1.2705 -1.3686
N -0.2575 2.2464 1.4639
N -2.0450 -3.0980 4.9135
C 0.8224 3.4156 -2.9808
C -2.5796 -1.9395 -2.5716
C -0.2220 1.2465 2.5310
C 3.5101 0.3564 0.2283
C 0.0636 -2.7067 -2.7400
C -0.9291 -3.6021 -3.0245
C 5.7009 -1.3712 -0.2732
C 5.8941 0.0101 -0.1730
C 2.0832 2.7318 -4.9906
C 0.3201 4.3404 -5.2155
C -1.5919 -0.9930 -2.2584
C 0.8320 3.1863 1.7170
C -2.0458 0.3075 -1.8855
C -1.8328 -2.2775 6.0738
C 1.8393 2.6502 -3.6374
C -2.2729 -3.2277 -2.9284
C -1.3646 0.2398 2.5908
C 2.0674 -1.6613 0.4132
C -1.5198 2.9846 1.4170
C 0.0826 4.2682 -3.8569
C -0.1145 -1.8004 1.1634
C 3.3387 -1.0656 0.1763
C -2.1282 2.4546 -1.0161
C 4.4414 -1.8864 -0.0982
C -2.4289 -4.8520 2.7253
C -2.6964 -2.6206 3.8538
C 4.8395 0.8433 0.0731
C -2.5735 2.4345 0.4537
C 1.3272 3.5791 -5.7995
C -0.2077 -1.3671 -2.3214
H -1.2954 4.0054 1.0945
H -0.0465 -2.2012 2.1842
H -3.6172 -1.6350 -2.5005
H 0.6734 3.7498 2.6541
H -3.0578 -3.9395 -3.1413
H -3.1208 0.4667 -2.0693
H -1.1908 -0.4632 3.4107
H 0.7220 0.7082 2.4205
H -1.5005 3.3271 -1.1958
H -0.2914 -2.6344 0.4676
H -0.7673 -2.1732 6.3029
H -1.9593 3.0547 2.4296
H -2.2479 -1.2929 5.8683
H -3.0281 2.5284 -1.6470
H -2.3316 -2.6988 6.9532
H 0.9089 3.8785 0.8826
H 2.0067 -2.7519 0.2638
H -3.4549 3.0751 0.5504
H 4.9719 1.9146 0.1539
H 1.1043 -2.9877 -2.8263
H -3.2982 -3.0671 2.0237
H -2.8663 1.4172 0.7134
H -0.6787 -4.6119 -3.3289
H 6.5391 -2.0204 -0.4823
H 1.7689 2.6416 1.7886
H -2.3199 0.7356 2.7615
H -0.2221 1.7518 3.5207
H -2.9420 -5.4979 3.4450
H -1.6804 -4.0489 4.9870
H -1.3513 -4.9318 2.9015
H 6.8869 0.4241 -0.3019
H -2.6433 -5.2152 1.7233
H 4.2845 -2.9572 -0.1547
```

Properties
HOMO-LUMO gap   7.04 eV
E_HOMO   -0.17619 Eh
Total energy   -123252.3252 eV
Net charge   -1
Maximum force   0.98 eV/A

Record 2
This record from the Open Molecules 2025 dataset describes a molecular structure, C30H33ClN5O3Sc in a non-equilibrium geometry. The level of theory is the ωB97M-V functional and the def2-TZVPD basis.

XYZ file:
```
73
Properties=species:S:1:pos:R:3
Sc 1.1275 -0.1947 0.2199
Cl 0.6416 2.0751 -4.9946
O 0.4088 1.6161 0.1256
O -1.0374 -0.3716 -0.2557
O -1.1150 3.1501 -0.4901
N 2.3867 0.6931 1.8436
N 1.2872 -0.4280 -2.0761
N 0.9996 -2.5727 0.5093
N 0.5510 -0.7572 2.3708
N 3.3491 -0.8727 0.0676
C 3.6195 2.4152 3.5462
C -1.8111 0.8854 -0.4527
C 1.7051 1.2050 2.8703
C -3.8016 1.7803 2.7054
C 1.2177 -1.7317 -4.0614
C -3.3663 1.0259 -4.4901
C -2.6824 -0.1189 -4.0756
C -3.1105 1.9672 -2.3092
C 0.3577 0.5173 3.0232
C 2.2803 2.1128 3.7514
C -4.0710 0.2528 0.4059
C 1.3419 -1.5947 -2.7013
C -3.6349 2.0141 -3.5829
C -2.1635 -0.1724 -2.7888
C -0.4472 -1.8018 2.4036
C -2.7940 1.7469 1.7524
C 2.4166 -3.1105 0.4362
C 1.1636 0.6912 -2.8216
C 3.6925 0.9173 1.6930
C -4.9306 1.0062 2.5278
C 1.0696 -0.5836 -4.8302
C 0.2758 -2.9989 1.7653
C 4.3552 1.7893 2.5470
C -2.3375 0.8936 -1.8898
C 4.2824 0.2351 0.5061
C 0.9815 0.6260 -4.1702
C -2.9252 0.9968 0.5901
C 3.4414 -2.0708 0.8896
C -0.8103 2.0299 -0.2623
C -5.0558 0.2273 1.3902
H -0.4689 1.0441 2.5018
H -1.9376 2.3867 1.8931
H -5.7148 1.1010 3.2450
H -3.7264 2.4634 3.5246
H 1.3833 -1.1764 2.7823
H 5.4174 1.8987 2.4899
H 2.5937 -3.4350 -0.5945
H -4.2709 2.8563 -3.8772
H -1.6357 -1.1078 -0.4412
H 4.2945 0.9861 -0.2991
H -3.8288 1.0417 -5.4633
H 0.0574 0.4010 4.0497
H 2.5305 -3.9789 1.0903
H -5.9228 -0.4160 1.2684
H 0.9362 -0.5957 -5.9139
H 1.3984 -2.4738 -2.0872
H 3.6082 -1.1738 -0.8522
H -0.3751 -3.8410 1.5555
H 3.2986 -1.8162 1.9473
H -1.5816 -1.0571 -2.5651
H -2.6317 -1.0112 -4.7040
H 0.9771 -3.3519 2.5102
H 0.4476 -3.0389 -0.1853
H 1.7011 2.5671 4.5191
H -3.3557 2.7309 -1.5974
H 5.3044 -0.1488 0.6315
H 4.4385 -2.5291 0.8023
H -4.2246 -0.3535 -0.5005
H -0.7755 -2.0579 3.4031
H 4.1011 3.1648 4.1550
H 1.3304 -2.7061 -4.5403
H -1.3285 -1.4815 1.8588
H 1.1020 1.6189 -2.2946
```

Properties
HOMO-LUMO gap   8.31 eV
E_HOMO   -0.50553 Eh
Total energy   -78453.5032 eV
Net charge   +2
Maximum force   1.58 eV/A

Q: Which of these has the highest net charge?
A: C30H33ClN5O3Sc

Q: Which value of total energy does entry 1 give?
A: -123252.3252 eV

Q: Among the records above, which one has the highest net charge?
A: C30H33ClN5O3Sc